13
Properties=species:S:1:pos:R:3:forces:R:3:mulliken_charge:R:1 method="wB97M-V/def2-TZVPD" e_above_lowest_kj_mol=278.4 charge=+1 gap_ha=0.3431
C -0.548982 -0.860722 0.423861 0.373 -2.552 2.659 -0.1635
C -1.552649 0.055429 0.446532 -3.501 -0.417 4.108 -0.7411
C 1.449622 0.650581 0.180905 -2.735 2.148 0.141 -0.3573
C 0.628619 -0.532288 -0.247860 2.550 -1.396 -2.645 0.1542
N 0.457970 0.740924 -0.977661 1.579 0.262 1.673 -0.5150
H -0.686848 -1.887465 0.906438 0.114 1.359 -0.940 0.3892
H -1.738664 -0.483397 -0.462485 -1.143 -0.872 -2.612 0.3123
H -1.335696 1.027405 0.230091 0.481 2.410 -0.840 0.4096
H -2.481049 -0.103335 1.076998 1.321 -0.051 -0.664 0.3239
H 1.239363 1.286876 1.102977 -0.318 -1.231 -1.277 0.2149
H 2.457634 0.728739 -0.062989 1.638 -0.600 -0.542 0.3292
H 1.177225 -1.403974 -0.743189 -0.630 1.321 0.850 0.3772
H 0.933456 0.781225 -1.873618 0.272 -0.381 0.088 0.2663

***

15
Properties=species:S:1:pos:R:3:forces:R:3:mulliken_charge:R:1 method="wB97M-V/def2-TZVPD" e_above_lowest_kj_mol=159.4 gap_ha=0.4045
C -0.996642 0.300885 0.875732 0.252 0.699 -1.158 -0.4911
O -2.255219 -0.185427 0.632434 -2.467 -0.649 -0.580 -0.5089
C -0.020935 -0.481323 -0.061521 -0.644 -2.770 2.011 -0.3985
C 0.993145 0.505869 -0.420725 2.976 1.008 -0.407 -0.3038
C 2.198088 -0.176883 -1.078185 1.439 -1.493 0.461 -1.1183
H -0.887195 1.384801 0.618603 -0.299 -0.574 -0.107 0.3053
H -0.852077 0.292704 1.948836 1.033 -0.562 0.348 0.3092
H -2.980990 0.381571 0.926134 0.494 -0.016 0.091 0.2911
H -0.412401 -1.026648 -1.000795 -0.260 1.484 1.432 0.2941
H 0.382865 -1.441636 0.512821 -0.338 2.123 -0.849 0.2289
H 1.533417 0.979062 0.481260 -1.601 -0.196 -1.023 0.1864
H 0.532138 1.304109 -1.050317 0.435 -0.506 0.442 0.3235
H 2.802340 -0.521869 -0.199209 0.131 0.678 -0.645 0.3076
H 2.846599 0.480955 -1.726856 -0.793 -0.950 0.545 0.2854
H 2.035123 -1.240920 -1.461754 -0.357 1.725 -0.563 0.2891

***

22
Properties=species:S:1:pos:R:3:forces:R:3:mulliken_charge:R:1 method="wB97M-V/def2-TZVPD" e_above_lowest_kj_mol=558.6 charge=+2 gap_ha=0.2790
C -2.729175 -0.501579 -1.101161 -2.952 -0.825 -1.456 -0.4838
C -1.962160 0.593092 -1.303141 4.730 -3.534 2.482 -0.6327
C -2.241120 -1.623020 -0.340603 3.209 0.083 1.327 0.0896
C -0.544409 0.432919 -0.902444 -3.214 -2.219 1.224 0.2704
C 1.307871 -1.418018 0.562365 -2.145 -2.222 1.014 -0.0539
C 0.697771 0.802813 -0.489327 -0.081 -1.373 -0.188 0.5991
N -0.986865 -1.447628 0.125437 -2.203 5.403 -4.410 -0.2114
N 1.569868 -0.267078 0.027355 0.262 1.084 -1.782 0.2805
N 0.063131 -1.998437 0.655279 1.889 0.278 0.350 -0.0751
N 0.680504 1.602010 1.580253 -2.261 -0.159 0.972 -0.6231
O 1.435432 1.799245 -0.927059 0.652 -0.615 0.595 -0.4393
O 2.862272 0.147274 0.153677 1.011 -0.080 0.281 -0.4201
H -3.743461 -0.578950 -1.685760 1.882 0.171 1.766 0.3492
H -2.191260 1.471768 -1.733331 -1.210 2.793 -1.820 0.5060
H -2.737467 -2.553025 -0.068095 -0.405 0.252 -0.370 0.4816
H 2.070706 -2.076328 1.015416 -0.002 0.970 -0.383 0.4388
H -0.103643 -2.699114 1.354222 0.389 -0.854 0.313 0.2732
H 1.574195 1.975071 1.381443 1.484 0.144 1.038 0.2945
H 0.454833 1.185139 2.545159 0.954 1.348 -1.926 0.2547
H 0.067396 2.392112 1.352967 -0.155 -0.449 0.757 0.2761
H 1.121972 2.513493 -1.483859 -0.871 0.102 -0.342 0.4256
H 3.333608 0.248242 -0.718793 -0.963 -0.298 0.558 0.4000

***

78
Properties=species:S:1:pos:R:3:forces:R:3:lowdin_spin:R:1 method="wB97M-V/def2-TZVPD" spin_multiplicity=2 e_above_lowest_kj_mol=112.7 gap_ha="0.2494 / 0.2003"
Cu -2.083873 0.211141 0.137602 -0.164 -0.019 0.351 0.0122
C -6.684599 3.049656 1.540646 -0.030 -0.032 -0.092 0.0000
S -5.223015 3.504949 0.577357 0.077 0.027 0.110 0.0002
C -4.346437 1.948624 0.682061 -0.053 -0.096 0.051 0.0003
S -2.879046 1.870307 1.604620 -0.087 0.013 -0.118 0.0015
N -4.937549 0.950453 0.100015 0.140 0.049 0.159 0.0001
N -4.170324 -0.188952 0.202394 0.059 0.071 -0.199 0.0002
C -4.665162 -1.204253 0.776793 0.064 -0.186 0.092 0.0000
C -3.775683 -2.351149 1.059501 -0.113 0.157 -0.049 0.0000
C -4.261459 -3.503398 1.664843 -0.052 -0.048 -0.006 0.0000
C -3.371728 -4.508084 2.003974 -0.009 -0.025 0.016 0.0000
C -2.025326 -4.335082 1.726327 -0.018 0.003 -0.033 0.0000
C -1.633091 -3.155327 1.110251 0.001 -0.002 -0.091 -0.0002
N -2.477150 -2.183675 0.788455 0.032 -0.028 0.082 0.0006
H -7.324625 3.929630 1.579745 0.003 0.010 0.002 0.0000
H -6.395208 2.771478 2.552408 -0.001 -0.001 0.003 0.0000
H -7.216866 2.233245 1.058729 -0.008 0.007 0.017 0.0000
H -5.683345 -1.202228 1.162837 0.009 -0.015 0.009 0.0000
H -5.319743 -3.598642 1.870305 0.001 0.000 0.008 0.0000
H -3.723973 -5.411981 2.483711 -0.001 -0.002 -0.002 0.0000
H -1.294840 -5.090388 1.979711 0.010 -0.001 0.000 0.0000
H -0.591809 -2.978683 0.855180 0.006 0.020 0.032 -0.0002
O -1.432188 2.113573 -1.119680 0.090 0.248 -0.324 0.0018
S -0.144009 2.476986 -1.793144 -0.032 0.094 0.300 0.0354
C 0.032512 1.443306 -3.266501 -0.014 -0.140 -0.016 0.0119
C -1.236510 1.509197 -4.118000 0.015 -0.030 -0.022 0.0012
C -2.343381 0.550122 -3.667658 0.044 -0.010 0.057 0.0001
C -1.918689 -0.918186 -3.811744 0.036 0.015 -0.027 0.0003
S -1.762317 -1.715798 -2.185282 0.035 0.231 0.130 0.0002
O -0.914546 -0.774075 -1.358761 -0.073 -0.250 -0.254 0.0044
C -0.638431 -3.009238 -2.675520 0.025 -0.079 0.051 0.0000
C -1.099340 -4.082339 -3.427435 0.026 0.014 0.017 0.0000
C -0.208669 -5.079000 -3.792933 0.020 0.006 0.013 0.0001
C 1.120716 -5.004959 -3.392477 -0.027 0.003 -0.006 0.0000
C 1.561008 -3.936472 -2.625446 -0.012 0.016 0.017 0.0000
C 0.679533 -2.927466 -2.256516 0.040 -0.061 -0.059 0.0001
C 1.117792 1.717136 -0.758050 0.025 0.063 -0.067 0.2358
C 2.321540 1.355161 -1.290051 -0.125 -0.037 0.049 0.0025
C 3.292656 0.498588 -0.745173 0.011 -0.058 0.086 0.2239
C 3.159737 -0.436544 0.295009 0.046 0.111 -0.098 0.0035
C 2.107970 -0.724844 1.119287 -0.003 -0.136 0.110 0.2120
C 0.751827 1.680495 0.697717 0.088 -0.172 0.001 0.0283
H 0.253330 0.432507 -2.925087 0.016 0.002 -0.055 -0.0006
H 0.891439 1.844391 -3.805801 -0.016 0.023 -0.026 0.0001
H -0.953104 1.268185 -5.146283 -0.037 0.023 -0.024 0.0004
H -1.631356 2.527853 -4.137310 0.023 0.017 0.025 0.0004
H -3.237585 0.731740 -4.263416 0.014 -0.016 -0.042 0.0000
H -2.607604 0.777398 -2.633935 -0.028 0.004 -0.008 0.0001
H -0.952783 -1.023283 -4.307899 -0.014 0.027 -0.045 0.0001
H -2.651154 -1.513694 -4.358768 0.012 -0.016 -0.005 0.0000
H -2.140772 -4.143175 -3.720649 -0.011 0.000 0.005 0.0000
H -0.552470 -5.918309 -4.382452 -0.002 -0.005 -0.003 0.0000
H 1.811260 -5.788761 -3.674000 0.005 -0.003 -0.004 0.0000
H 2.594177 -3.885367 -2.307365 0.004 -0.002 0.003 0.0000
H 0.998297 -2.087645 -1.650957 -0.007 0.013 0.007 0.0003
H 2.551020 1.730318 -2.283547 -0.005 -0.039 -0.019 0.0002
H 4.233258 0.458226 -1.280749 0.001 0.011 -0.010 0.0130
H 4.026428 -1.070471 0.448291 0.011 0.003 0.002 -0.0052
H 2.219827 -1.581008 1.776927 0.009 0.001 -0.003 0.0114
H -0.264793 2.073793 0.810875 -0.059 -0.060 -0.045 -0.0004
S 3.218591 5.897645 3.254029 0.067 -0.018 0.000 -0.0007
C 2.785546 4.450823 2.596707 0.027 -0.068 0.181 0.0004
S 1.320266 4.239907 1.689036 -0.099 0.018 -0.136 0.0043
C 1.666307 2.549092 1.514215 -0.181 -0.016 -0.079 0.0037
N 2.743933 2.165186 2.081187 0.014 0.134 -0.028 0.0096
N 3.380467 3.223888 2.678869 0.158 -0.046 0.009 0.0041
C 4.593090 2.894022 3.366022 -0.065 0.027 0.002 0.0002
C 5.670571 3.765022 3.380136 0.059 0.003 -0.025 0.0002
C 6.832729 3.391176 4.040936 -0.002 0.030 -0.011 0.0000
C 6.923653 2.163193 4.676014 -0.062 -0.018 -0.016 0.0002
C 5.839242 1.295677 4.644494 0.039 0.005 0.008 0.0000
C 4.673436 1.655427 3.990915 -0.037 0.006 0.042 0.0003
S 0.569394 -0.012232 1.361233 0.076 0.244 -0.004 0.1817
H 5.605138 4.721413 2.886455 -0.011 -0.004 -0.002 0.0000
H 7.672408 4.073389 4.052938 0.008 -0.002 0.001 0.0000
H 7.832373 1.881596 5.190884 0.005 -0.003 0.005 0.0000
H 5.897016 0.333230 5.135546 0.005 -0.004 0.004 0.0000
H 3.826065 0.985570 3.957400 0.004 0.004 -0.004 0.0001

***

14
Properties=species:S:1:pos:R:3:forces:R:3:mulliken_charge:R:1 method="wB97M-V/def2-TZVPD" e_above_lowest_kj_mol=861.1 charge=+1 gap_ha="0.3012 / 0.3003"
C 1.458614 -0.696214 0.735872 0.165 -4.016 -0.116 -0.2852
C 0.412739 0.515543 -1.011130 -3.805 0.346 1.355 -0.2348
C -1.340421 0.164117 0.789926 1.651 0.966 0.421 -0.7354
N -0.472460 -1.727527 -0.295812 2.251 -0.124 0.351 -0.5138
N 1.484471 0.284739 -0.061598 0.356 1.180 -0.294 0.0100
N -0.751093 -0.397466 -0.487454 -0.568 1.154 0.996 0.1066
H 2.298462 -1.342384 1.305328 -1.607 2.606 -1.044 0.2951
H -0.034751 1.557297 -1.052300 1.057 -0.973 0.316 0.3612
H 0.607962 0.187630 -1.990108 0.817 -0.551 -1.161 0.3368
H -1.707887 1.179332 0.525144 -0.085 -0.731 0.814 0.3572
H -1.982105 -0.566991 1.237719 -1.083 -0.115 -0.479 0.3763
H -0.506040 0.110135 1.518227 -0.435 0.827 -0.435 0.2932
H 2.129011 1.070315 -0.151984 0.935 -0.442 0.315 0.2557
H -1.596497 -0.338530 -1.061830 0.352 -0.125 -1.038 0.3771

***

34
Properties=species:S:1:pos:R:3:forces:R:3:mulliken_charge:R:1 method="wB97M-V/def2-TZVPD" e_above_lowest_kj_mol=152.4 gap_ha=0.3143
Ne 0.010925 -0.316649 0.202636 -0.204 0.130 -0.102 -0.0077
O 1.852782 1.710733 -2.273092 0.125 0.761 0.235 -0.6278
H 1.791719 0.759594 -2.361667 -0.071 -0.809 -0.233 0.3610
H 1.288782 2.053037 -2.966613 -0.125 0.186 -0.137 0.2648
O 1.802145 -1.752156 1.780438 0.440 -0.344 0.080 -0.6179
H 1.905688 -1.264764 0.963149 0.322 0.593 -0.027 0.3098
H 0.963313 -2.203481 1.686091 -0.303 -0.048 0.256 0.3946
O -0.778336 -2.689707 1.655115 -0.357 0.111 -0.159 -0.6771
H -0.693465 -3.224806 0.866006 -0.065 -0.207 -0.207 0.3068
H -0.983137 -3.316326 2.349115 -0.014 -0.222 0.426 0.2999
O -2.791553 0.940355 -2.904730 -0.141 0.141 -0.067 -0.6204
H -2.299010 0.574750 -2.169914 0.081 -0.146 0.306 0.3121
H -2.279336 0.704307 -3.678135 0.062 -0.018 -0.230 0.2983
O 2.827192 0.499314 0.215951 -0.076 -0.329 0.275 -0.5988
H 2.249234 0.785986 -0.491172 -0.125 0.301 -0.135 0.3146
H 3.496984 -0.027387 -0.220161 0.352 -0.027 -0.099 0.3088
O 0.079951 0.736064 3.453841 0.051 -0.778 0.521 -0.6991
H 0.273045 0.075396 2.788664 0.295 -0.275 -0.034 0.3516
H -0.071709 1.539901 2.956767 -0.146 0.550 -0.174 0.3901
O -3.393678 -1.140717 2.475437 -0.200 0.101 0.157 -0.6144
H -2.616943 -1.611184 2.172802 0.438 -0.010 -0.120 0.3196
H -4.101563 -1.461846 1.916864 -0.227 -0.033 -0.108 0.3026
O -0.568924 3.015864 2.276436 -0.436 0.465 0.111 -0.6685
H -1.505403 3.146318 2.127364 -0.316 -0.080 0.169 0.3301
H -0.156637 3.271818 1.451370 0.651 -0.101 -0.437 0.3629
O 1.314553 -1.003154 -2.511113 0.499 0.257 -0.257 -0.6314
H 0.370938 -1.100337 -2.639058 -0.476 -0.172 0.221 0.3269
H 1.576277 -1.796272 -2.043473 0.144 -0.137 0.141 0.2543
O -1.291501 -2.152601 -2.206717 0.087 0.332 -0.015 -0.5767
H -1.367144 -2.495496 -3.097189 -0.212 -0.179 -0.330 0.3223
H -1.213715 -2.931293 -1.655503 -0.044 -0.177 0.158 0.2526
O 1.394436 3.393306 0.311748 -0.262 0.211 0.283 -0.6575
H 1.255677 4.310211 0.074555 0.110 0.332 -0.051 0.2990
H 1.658414 2.971222 -0.505810 0.147 -0.382 -0.418 0.3147